No. 1
Entry from the OMol25 dataset: C40H39Cl65I3N2O2 as an isolated structure (ωB97M-V/def2-TZVPD).

Geometry as ORCA input:
```
! RIJCOSX wB97M-V def2-TZVPD def2/J DEFGRID3
* xyz 1 1
Cl -8.77616 0.66347 4.33053
Cl -5.95777 -3.95135 -8.17688
H 5.57822 4.34702 3.65671
H 2.26097 -4.51075 3.82764
H 5.11764 -1.78999 -0.15824
C -0.36651 5.07696 2.88947
H 4.11826 2.93342 2.67044
Cl -2.21020 -1.34517 -7.89871
H 5.28281 -1.86473 2.09692
Cl -5.39031 -5.46501 -11.38810
H 6.03578 1.84841 -1.09785
Cl -14.21060 -2.20156 -0.54352
C -1.32517 0.04916 2.83177
H 5.85024 -0.04724 2.02338
Cl -0.83059 5.53471 -1.08056
C -7.51182 1.87661 4.52597
C 4.99176 1.48087 0.73550
C 4.24220 -1.96015 1.81330
Cl 1.30228 -1.24410 -3.46497
O -1.63185 4.75160 3.22882
C 5.21050 -0.34508 -5.48648
Cl -5.52788 -1.13904 -8.04699
Cl -0.88380 10.15961 4.31672
Cl -7.86616 2.88327 5.93042
H 2.95258 3.28973 3.88397
Cl -9.81004 0.72063 -1.57052
Cl -12.29871 -0.57175 0.87226
C -1.11224 -0.10259 4.34305
H 2.00788 -3.12851 2.02313
Cl -8.28143 2.86978 -0.40700
C -1.88562 0.38636 -8.05799
C -10.54893 -3.55109 -3.49048
Cl 5.02980 -7.70365 -5.44225
H 0.35269 2.33927 2.82945
H 3.08879 -3.73039 0.11861
Cl 2.52012 -2.57488 -11.09816
Cl -2.30287 1.19321 -6.54320
H 4.31816 3.01043 5.63085
Cl 6.70707 -4.19567 1.05145
H -2.23576 -0.44623 2.52271
C -2.29925 4.10200 2.11404
H -0.68151 2.84219 4.19249
C 5.16933 0.78699 2.12076
O -0.12620 5.89143 2.06506
Cl 6.58442 -7.03617 -3.10370
Cl 6.20234 -4.14278 3.89705
C 0.19994 -0.83999 4.66102
Cl 6.38348 0.90861 -5.88486
Cl -0.78013 7.57557 5.59414
C 3.87971 0.34046 2.73955
Cl 1.11529 -0.41400 -12.39290
H 5.00621 2.55532 0.90216
Cl -1.95609 4.21323 6.69499
Cl 7.07415 -6.58106 2.62303
Cl 3.90168 -3.14158 -2.04446
Cl 0.55692 3.87060 8.05495
C 0.32811 2.83245 3.79542
C 1.66153 -2.73011 2.96772
H 5.67134 1.50979 2.74553
Cl 9.27641 -3.79498 -3.66179
Cl 9.43148 -3.70496 -0.78291
H 0.58160 -2.73120 2.88426
C 0.72013 4.30026 3.58134
Cl -10.00673 -5.20349 -3.18019
C 6.11044 1.18828 -0.24595
C 5.93785 3.60425 4.36272
Cl 5.43856 -4.94354 -4.71520
H 1.54373 4.36813 2.87974
Cl 6.99998 -2.93379 -2.09964
N 3.14368 1.24454 3.45403
Cl -2.86923 1.03842 -9.36883
H 1.04442 4.79118 4.49726
C -6.57726 -2.44583 -7.49472
C 5.19504 -6.58000 -4.09493
H 6.16527 0.15217 -0.55171
C -1.19289 3.58661 8.15241
Cl -9.17752 -2.44664 -3.32523
Cl -14.54125 -1.71559 2.28083
C 4.79248 2.64532 4.72434
H -1.43146 1.08563 2.53203
N 2.04959 -3.56538 4.11822
Cl 3.72897 -6.62255 -3.10925
Cl -3.40528 -7.42729 -12.12036
Cl -11.80664 -3.11464 -2.32900
Cl -2.50816 5.45175 -3.42808
Cl -3.18231 9.16313 5.74357
H 2.27001 -2.36571 -0.63298
C 3.23909 -2.80930 -0.43114
Cl -3.85610 -6.79144 -9.34253
C 2.18045 -1.32908 3.17204
Cl -2.40046 7.95719 3.24122
Cl -8.37924 0.28776 0.89125
Cl -7.42804 2.89359 3.08170
H -2.50010 4.84557 1.35122
C -9.29414 1.46073 -0.05828
C -1.75069 4.48843 -2.16606
H 3.98321 -2.97793 2.06824
Cl -1.48854 1.85094 8.26129
Cl 0.78260 -4.07279 -3.21218
C 4.12586 -1.78807 0.27972
Cl 9.32385 -1.24757 -2.30322
H -4.39808 3.69692 2.00148
Cl -1.84150 4.39835 9.57143
H 4.02244 1.24451 0.30368
Cl 5.80237 -1.90914 -6.06405
C 0.96632 -2.05592 -11.76082
Cl 4.97181 -0.42453 -3.73622
C 3.41350 -0.97134 2.58196
H 6.27866 4.13732 5.24230
Cl -0.25085 -2.07945 -10.48288
C -1.81813 8.71925 4.71827
I 0.61955 -0.95572 6.77192
C 3.72290 2.59647 3.61517
Cl -11.19552 -3.44044 -5.12875
I -2.72540 -1.33928 5.12321
C -3.56010 3.43774 2.63603
H 5.14985 1.64326 4.93904
C 1.45408 -0.38058 3.94757
H 6.78373 3.08315 3.92925
C 1.21282 2.00769 4.78996
H -3.76766 3.79443 3.63739
Cl 8.90197 -4.36918 2.90744
C 1.04863 -2.75406 -4.36004
Cl -12.40570 -3.41803 1.35467
H 1.91705 2.64575 5.30981
C 7.22662 -4.82797 2.61744
Cl -0.66589 3.29912 -2.90023
H 0.57554 1.55769 5.53682
H -1.62741 3.36739 1.67039
H -0.52733 -0.41362 2.25646
C -3.81006 -6.13941 -10.98576
Cl -6.54521 -2.53432 -5.73005
Cl -10.71064 1.97236 0.86742
H -1.22294 0.81725 4.89922
H 0.00570 -1.86171 4.40834
C -13.36282 -1.97847 0.99382
I 8.02852 1.68532 0.60155
Cl 2.47451 -3.09982 -5.33823
Cl -5.95528 1.06546 4.75469
Cl 0.48242 -3.14974 -13.05846
Cl -0.17651 0.64733 -8.41345
Cl -0.35644 -2.57476 -5.40319
H 2.88829 -3.18982 4.54153
Cl -2.58896 -4.86407 -11.07497
Cl -2.99957 3.63640 -1.24127
Cl -8.23059 -2.16729 -8.04298
H 3.70209 -0.80949 0.08167
C 1.95713 0.92942 4.05150
H -3.44945 2.35901 2.65658
Cl 3.65262 0.00978 -6.22464
C 8.76973 -2.92385 -2.21842
*
```

Computed properties:
frontier orbital gap: 7.9 eV
energy: -887437.7171 eV
max |F|: 0.0273 Eh/bohr

=====

No. 2
Entry from the OMol25 dataset: C40H39F6N6O8PtS2 as an isolated structure (ωB97M-V/def2-TZVPD).

Geometry as ORCA input:
```
! RIJCOSX wB97M-V def2-TZVPD def2/J DEFGRID3
* xyz -1 1
H 0.85579 -5.03860 -0.70231
C -0.69567 0.39318 -4.46824
C 6.13182 2.59752 2.58902
H -1.41830 3.55434 2.50495
C 6.63703 1.31404 2.43299
C 1.99939 -0.02321 4.93436
H 3.51033 -3.54022 -4.25175
C -1.31778 2.47834 0.05890
H -2.57898 -0.81113 4.94457
C -1.73985 -0.67024 2.97370
C -3.05394 -4.00369 -1.20993
H -3.61498 4.36204 1.70268
C 0.60590 -0.28439 2.81784
H 0.29214 -3.54071 0.07048
N -1.13999 0.91696 -8.12549
C -1.68518 -0.63843 4.35577
O -1.89083 -2.44726 0.42432
C -0.47008 -0.39453 4.98009
H 2.21294 -4.87414 -2.62521
O -1.25842 -0.35236 -1.90657
C 4.05090 1.86791 1.63110
C 0.26896 4.16548 -0.63067
H -1.78178 4.56806 -0.15709
Pt -0.94266 -0.43917 0.19012
H 3.20018 -0.14893 -1.66530
C 2.45408 -3.84057 -2.40266
O -2.98850 -1.64986 -2.55947
H 0.40309 1.40586 -6.02926
H -4.32974 3.54188 3.11664
H -1.15906 1.80170 2.68194
C 2.40607 -0.68803 1.06107
H 1.66574 1.08168 -0.66643
C 1.22262 3.16507 -0.78029
N -3.05067 2.35980 1.92896
H 3.98955 -1.15289 -3.76357
F -4.17241 -4.25683 -1.87513
F -2.75958 -5.06227 -0.44430
H -2.80095 1.00918 0.33134
C 3.45104 -1.76264 -3.04819
C 3.18101 -3.09257 -3.32275
H -3.48977 2.56748 -0.14333
C -1.87033 2.61209 2.80320
C 0.68415 -0.23353 4.22451
H 0.50717 5.19729 -0.85777
N 1.84871 -0.07054 2.15578
F -7.26926 -0.05556 1.40107
S -5.38388 -0.77505 -0.27834
H 1.74356 -4.33095 0.65868
S -3.30538 -2.63531 0.08062
F -2.04673 -3.85239 -2.04160
C 3.01102 -1.19800 -1.85802
N 1.75716 -1.41269 0.24342
H -0.01603 0.64517 -3.66597
H 4.24403 -1.09182 0.31356
C -1.37685 0.46803 -6.74390
H 1.84880 -0.03388 6.01298
C -1.81766 -0.36965 -4.17060
C -0.61760 -0.44970 2.15173
C -0.36037 1.44822 -0.06501
H -3.18817 -0.53032 -7.27521
O -1.95744 0.61219 -8.97609
O -4.13843 -3.38262 0.98788
F -6.03546 -1.64596 2.17674
C -1.00688 3.80812 -0.22445
H 6.74889 3.37763 3.01573
C -2.50414 -0.28600 -6.47631
O -5.43441 0.58001 -0.75359
H 4.42858 3.86819 2.28214
H -0.40324 -0.35863 6.06187
H 5.76025 -1.83828 2.21869
H 2.71894 -0.80984 4.68895
C 4.55175 0.57154 1.50496
C -4.05576 3.43724 2.06863
C 6.41939 -1.10253 1.75327
H 7.65306 1.09554 2.74207
H -3.48521 1.49190 2.24697
C 4.83390 2.86878 2.18553
N -3.88368 -1.17238 -0.04079
H 2.55360 0.29614 2.77153
H -4.92943 3.17644 1.47670
H -2.69431 -0.87570 2.49369
H 2.22026 3.41787 -1.12466
H 6.52402 -1.38667 0.70220
C -0.46294 0.81673 -5.76663
C 1.17469 -4.10075 -0.24614
C -6.02643 -0.54650 1.44626
C 2.29804 -1.95362 -0.92101
C 0.90641 1.83979 -0.51312
H -2.21875 2.65413 3.83341
F -5.26859 0.37471 2.11140
H 2.46482 0.93689 4.68459
H 7.40398 -1.17546 2.21301
C 5.86665 0.28709 1.90281
O -0.13963 1.57416 -8.35123
C -2.71546 -0.70835 -5.17462
H -3.57491 -1.30786 -4.90667
N 3.78178 -0.45759 0.94547
C -2.71028 2.09198 0.44869
O -6.22812 -1.77058 -0.85827
C -2.07156 -0.85638 -2.74736
H 3.04696 2.08489 1.28658
C 1.99724 -3.29547 -1.21093
*
```

Computed properties:
frontier orbital gap: 6.5 eV
energy: -108655.4333 eV
max |F|: 0.0292 Eh/bohr

=====

No. 3
Entry from the OMol25 dataset: C40H39FFeN4O6 as an isolated structure (ωB97M-V/def2-TZVPD).

Geometry as ORCA input:
```
! RIJCOSX wB97M-V def2-TZVPD def2/J DEFGRID3
* xyz -2 5
C -4.10279 0.20647 -1.94462
H 5.56670 0.17687 -0.73727
Fe 0.09948 -0.38154 -0.23712
C -1.40302 3.44608 -1.79065
O 1.89156 -0.49026 -1.45848
C 7.61734 1.30957 0.17573
H -5.48862 0.16290 -3.61417
C 0.72134 -3.31156 -0.86212
C -0.34739 -2.95569 -1.90481
C 7.05863 0.23336 3.83136
O 1.59194 0.55022 1.13420
C 0.38171 -2.82302 -3.25665
C 7.60161 1.02100 2.65174
H -4.72732 -2.78044 -5.08207
H 7.27870 2.06514 2.73029
C -2.04176 4.58959 -1.27267
H -2.07477 3.83468 0.45485
C -1.12111 0.35988 4.53867
H 1.15121 -4.29528 -1.08692
C -1.47202 4.41847 -4.01200
F 2.71362 -0.00302 5.99874
H 7.48823 -0.56142 1.22344
C 7.10164 0.45942 1.33147
C -2.67911 -1.74101 -3.32055
H -2.62591 0.00336 -0.43359
N -1.44938 2.34293 0.32046
H -0.10296 -3.15242 3.36595
H -0.38739 -2.69168 5.77650
H 7.10426 2.27368 0.16240
C -2.08718 5.55205 -3.48892
H 0.27694 -3.33300 0.13396
C 3.50670 0.28320 2.48269
C -4.83888 1.29497 -1.19723
C -0.39142 -2.16537 3.71054
H -1.47076 2.20379 2.71557
C 3.62892 0.18067 0.00711
H -2.85476 6.51240 -1.71519
H -1.73720 -4.26084 -0.90099
C -2.94928 -0.31966 -1.41432
C -2.36833 5.63942 -2.13543
H -2.15048 -2.47261 -3.91298
C -1.21269 1.24235 2.26077
H 0.96881 -3.72776 -3.46562
H -0.65380 2.47908 -3.51223
O -0.36416 1.33955 -1.45319
O -2.35354 4.71239 0.02944
C 4.90324 0.30653 2.53429
C 2.79826 0.35102 1.17403
H -2.14781 -4.03706 -2.60174
H 7.47705 0.84112 -0.79591
C -4.57506 -0.24407 -3.18834
N 5.62634 0.40192 1.34194
C 3.08148 -0.08657 -1.39674
N -0.99715 -1.70498 -1.47258
C -1.13431 3.38153 -3.15317
C -0.56950 -1.16848 2.70460
H -1.40886 1.36152 4.84922
H -1.26277 4.34257 -5.07220
H 7.45121 -0.78870 3.79834
H 8.68650 1.48364 0.31151
C 4.79575 0.11758 4.91958
H -0.78131 -5.07427 -2.16140
H 7.38706 0.66995 4.77625
H -2.35722 6.37484 -4.14243
O 3.89511 0.05672 -2.32063
C 2.74974 0.17748 3.65007
H 1.53555 -2.58346 -0.87505
O -0.37049 -1.45761 1.47414
C 4.96624 0.24386 0.15950
C 5.55487 0.21674 3.77926
C -1.31820 -4.15233 -1.90622
H -0.29668 -2.66187 -4.09386
H -4.40574 2.27696 -1.41192
H 5.27667 0.05072 5.88922
C -0.91731 -0.61997 5.49595
H -5.89486 1.32652 -1.48159
H -5.16489 -1.14058 -5.57393
H -3.55203 -1.77709 -5.92628
H 1.06404 -1.97210 -3.20074
H 1.66581 0.16299 3.59225
H -4.77090 1.14896 -0.11715
C -0.96383 0.12675 3.16952
C 3.40719 0.09614 4.84399
N -1.14498 1.17162 0.99264
H -1.03353 -0.40264 6.55029
C -4.35270 -1.75675 -5.18146
C -1.02087 2.27071 -0.93799
C -0.55208 -1.89842 5.05317
H 8.69230 1.01083 2.63582
C -2.14618 -1.29890 -2.07577
C -3.85750 -1.22387 -3.85653
*
```

Computed properties:
frontier orbital gap (spin up / spin down): 4.4 / 4.5 eV
energy: -97468.3856 eV
max |F|: 0.0122 Eh/bohr

=====

No. 4
Entry from the OMol25 dataset: C40H39MnN4O2S5Si as an isolated structure (ωB97M-V/def2-TZVPD).

Geometry as ORCA input:
```
! RIJCOSX wB97M-V def2-TZVPD def2/J DEFGRID3
* xyz -1 6
C -18.03569 -6.79098 -2.65549
H -26.15104 0.14828 -6.39934
H -23.38876 -9.79548 11.15194
C -23.52088 -10.61292 3.43113
C -24.23306 -2.49045 -1.97212
H -24.95834 -2.65759 -2.78779
H -24.45173 -10.19716 3.83756
C -19.22341 -9.68756 11.63578
C -26.47392 -7.12318 0.32516
C -21.25187 -11.61327 2.29213
H -22.81419 -11.35219 10.85261
C -18.82818 -7.85667 8.36518
C -18.36612 -10.24212 12.68448
C -25.50664 -6.25059 0.84633
C -22.80256 -10.31877 10.41575
C -23.82948 -3.48455 -1.09572
H -23.27529 3.36128 -7.20927
H -23.91051 -12.59718 4.10676
N -24.81817 -0.53698 -3.96046
C -23.72897 2.62855 -6.42683
H -21.91934 -13.53126 3.10478
H -17.28146 -9.89723 12.75150
H -24.19275 -4.50223 -1.10320
H -18.84990 -10.25795 13.60755
S -21.82235 -7.01968 -1.01775
H -25.35589 2.19356 -7.75692
H -23.26702 -10.37452 9.39352
H -24.80741 -6.58861 5.78838
C -20.87922 -9.07894 9.36364
C -18.79278 -8.89118 10.61234
H -24.89983 -10.06068 0.97692
H -22.72897 -3.27336 3.86814
H -17.78954 -8.46925 10.67941
N -23.19528 0.85508 -3.16006
O -23.11419 -8.47244 2.37511
N -23.39719 -5.91959 2.11997
H -22.31127 1.02443 -2.70178
H -21.70117 -6.95495 5.40551
C -23.39716 -3.88446 4.43364
C -22.76554 -9.77582 2.63127
H -21.83467 -1.73534 0.88224
H -20.22898 -11.95560 2.03321
C -25.24058 0.71226 -6.13199
C -24.51885 0.40288 -4.96056
C -19.41366 -5.53357 -0.66511
S -17.78459 -5.79923 -1.17477
C -24.85357 -6.63903 4.71560
C -21.62255 -8.82866 8.18927
H -22.41751 3.17220 -4.74193
C -24.84767 1.84989 -6.87355
C -25.07072 -8.97807 0.96696
Si -23.23994 -5.64655 4.00226
C -23.10789 2.41889 -5.18616
H -20.88855 -6.70713 3.83964
H -20.89003 -5.45365 5.02106
H -21.06518 -9.55061 1.34533
Mn -22.00628 -5.13218 0.84141
C -19.54229 -8.57757 9.45060
C -26.20512 -8.49151 0.31318
S -19.70564 -4.86723 0.92606
C -21.37491 -9.84204 10.46339
N -22.82962 -3.26521 -0.17385
C -23.46481 1.31158 -4.49101
C -23.95906 -0.28141 -2.97472
C -23.75737 -1.13815 -1.82456
S -19.73228 -6.83628 -3.02032
C -20.57140 -10.14662 11.52411
H -20.91714 -10.78163 12.31979
H -24.76721 -7.76596 4.56141
C -21.57213 -10.26663 2.05587
H -18.71356 -6.80207 8.61297
C -20.27905 -6.27911 -1.40983
O -21.52718 -7.84287 7.47402
H -22.30249 -9.69278 7.89707
H -22.68006 0.05570 -0.29179
H -27.39809 -6.67637 -0.06213
H -25.68325 -5.18819 0.70571
C -24.35944 -6.69052 1.52121
C -21.49443 -6.25460 4.57286
C -23.21191 -11.97031 3.63314
H -19.35315 -7.86091 7.37550
H -26.95752 -9.15861 -0.10348
S -16.76217 -7.49355 -3.39720
H -18.28223 -11.34500 12.54463
H -24.40383 -3.49528 4.32853
H -17.78164 -8.24750 8.26006
C -22.98080 -0.91079 -0.70658
C -24.21289 -8.11640 1.61215
C -22.50369 -1.94094 0.04591
H -23.18511 -3.75566 5.51613
H -25.75868 -6.17500 4.28790
C -22.02276 -12.46492 3.09939
*
```

Computed properties:
frontier orbital gap (spin up / spin down): 4.6 / 4.6 eV
energy: -145544.9130 eV
max |F|: 0.0901 Eh/bohr